# C16H14ClKN4O

C16H14ClKN4O as an isolated structure (wB97M-V/def2-TZVPD, the OMol25 dataset).

Values from the calculation:
Kohn-Sham gap ... 6.68 eV
Energy ... -1972.52409 Ha

XYZ file:
```
37
C16H14ClKN4O | the OMol25 dataset | wB97M-V/def2-TZVPD
K 1.3650 1.7833 0.5120
Cl -5.1926 -0.4330 3.9877
C -3.6412 0.1669 3.4742
C -2.9040 1.0036 4.3257
C -1.6830 1.4616 3.9232
C -1.0975 1.1400 2.6563
O 0.0632 1.5531 2.3635
C -1.8946 0.3087 1.7868
C -1.5469 -0.1005 0.4675
N -0.5764 0.2949 -0.2954
C -0.5109 -0.1995 -1.5954
C -1.5845 -0.7439 -2.2866
C -1.4587 -1.2750 -3.5760
C -0.2563 -1.2623 -4.2243
C 0.8594 -0.6730 -3.5977
C 2.1134 -0.5927 -4.2394
C 3.1618 0.0179 -3.6104
C 2.9396 0.5568 -2.3338
N 1.7960 0.4911 -1.6965
C 0.7433 -0.1194 -2.2899
C -3.1431 -0.1724 2.2509
H -3.3058 1.2699 5.2943
H -1.0943 2.0974 4.5726
H -2.2517 -0.8494 0.0912
H -2.5663 -0.7439 -1.8363
H -2.3347 -1.6940 -4.0543
H -0.1430 -1.6726 -5.2198
H 2.2161 -1.0165 -5.2308
H 4.1348 0.1027 -4.0735
H 3.7497 1.0619 -1.8157
H -3.7286 -0.8175 1.6068
N 2.8188 0.2703 3.0532
N 3.2271 -0.1249 1.7368
H 2.7566 -0.5305 3.6737
H 1.8889 0.6776 2.9883
H 2.8454 -1.0290 1.4710
H 4.2353 -0.2079 1.7400
```

Atomic partial charges in e from the natural (NBO) method, atoms 1 to 6: atom 1 (K): 0.944, atom 2 (Cl): -0.030, atom 3 (C): -0.109, atom 4 (C): -0.182, atom 5 (C): -0.299, atom 6 (C): 0.435